The following is a quantum chemistry calculation of one molecule with the formula C6H9N, from the Open Molecules 2025 dataset.

CARTESIAN COORDINATES (ANGSTROEM)
C (-1.04014, 1.25849, 2.96795)
C (-0.32242, 0.88456, 1.73835)
C (0.24316, 0.56909, 0.74149)
C (1.04123, 0.24473, -0.45395)
N (0.47230, -0.79172, -1.36917)
C (0.88100, -0.79010, -2.63416)
C (-0.62357, -1.49769, -1.14793)
H (-1.46059, 2.26391, 2.88284)
H (-0.36860, 1.23755, 3.83076)
H (-1.85936, 0.55971, 3.15729)
H (1.10698, 1.12665, -1.10228)
H (2.04659, -0.07293, -0.18283)
H (0.69901, -1.65960, -3.24296)
H (1.45653, 0.02782, -2.98999)
H (-1.27272, -1.58003, -1.99358)
H (-0.99940, -1.78046, -0.20184)

Atoms 1-6, force components in eV/Å:
C 0.13 -0.06 -0.20
C -0.76 0.35 1.23
C 0.85 -0.62 -1.41
C -0.16 -0.15 0.04
N -1.06 0.43 -0.80
C 1.13 -0.08 -0.07

Computed properties:
HOMO energy: -6.61 eV
energy above the lowest of the compared OMol25 structures with the same formula, charge and spin: 113.1 kcal per mole
lowest unoccupied orbital energy: 0.86 eV
gap between HOMO and LUMO: 7.5 eV

The following is a quantum chemistry calculation of an isolated ion of composition C16H25F3N3O6S and charge +1, from the Open Molecules 2025 dataset.

CARTESIAN COORDINATES (ANGSTROEM)
C (3.24403, 0.64343, -1.23654)
N (2.72193, 2.00299, -1.58303)
C (1.75874, 2.51041, -0.52656)
C (0.78857, 1.36678, 0.01170)
C (-0.13248, 0.73796, -1.05866)
S (-0.22685, 1.19039, -2.84669)
C (-1.99022, 1.34198, -3.48780)
O (0.60275, 0.24267, -3.69824)
O (0.34080, 2.56453, -3.18007)
C (-0.99901, -0.37666, -0.40133)
C (-2.02215, -1.28073, -1.20533)
C (-1.43152, -2.29340, -2.28384)
O (-1.46045, -1.80235, -3.66040)
C (-0.00217, -2.91631, -2.00709)
F (0.03048, -3.82849, -0.90993)
F (0.28774, -3.74279, -3.13809)
F (1.06813, -2.01915, -1.93103)
C (-0.81672, -0.54778, 1.08880)
C (-1.74350, -1.62918, 1.86078)
C (-1.12663, -3.12271, 1.81906)
C (-1.36500, -3.79232, 3.27415)
O (-2.73254, -4.30540, 3.35699)
N (0.03803, 0.08744, 1.96909)
N (0.79141, 0.98077, 1.34141)
C (1.76111, 1.61074, 2.33047)
C (1.02728, 2.85699, 3.02720)
C (1.32470, 4.26818, 2.36848)
O (0.38515, 4.79612, 1.71107)
O (2.57334, 4.91611, 2.45890)
H (3.37352, 0.46321, -0.11432)
H (2.55023, -0.11719, -1.72391)
H (4.25749, 0.51985, -1.77183)
H (3.53122, 2.64648, -1.49732)
H (2.39506, 3.05031, 0.23474)
H (1.06138, 3.32072, -0.96549)
H (-2.23782, 0.54476, -4.25870)
H (-2.14393, 2.35176, -4.02175)
H (-2.73446, 1.37085, -2.60607)
H (-2.72866, -0.56383, -1.77128)
H (-2.74739, -1.88857, -0.55081)
H (-2.15415, -3.19522, -2.31632)
H (-2.42981, -1.68500, -3.81591)
H (-1.82874, -1.37559, 2.98352)
H (-2.83656, -1.58088, 1.49458)
H (-0.00117, -3.02690, 1.68647)
H (-1.63745, -3.78781, 1.04859)
H (-1.14439, -3.05967, 4.12941)
H (-0.61907, -4.65982, 3.40289)
H (-3.30721, -3.61838, 2.95903)
H (2.77234, 1.84207, 1.87367)
H (1.99517, 0.88555, 3.19522)
H (1.44526, 2.90434, 4.10285)
H (-0.09827, 2.67335, 3.16318)
H (2.57245, 5.52539, 1.67610)

Atoms 1-6, force components in eV/Å:
C 0.50 -0.44 -0.98
N 0.15 -0.10 1.66
C -0.16 0.62 -0.22
C -0.43 0.08 -2.03
C -1.37 -2.69 5.77
S 4.83 2.63 -6.71

Computed properties:
net charge: +1
HOMO energy: -12.28 eV
energy above the lowest of the compared OMol25 structures with the same formula, charge and spin: 98.5 kcal per mole
structure (SMILES): CNCc1c(S(C)(=O)=O)c(C[C@@H](O)C(F)(F)F)c(CCCO)n[n+]1CCC(=O)O
lowest unoccupied orbital energy: -5.48 eV
gap between HOMO and LUMO: 6.8 eV

The following is a quantum chemistry calculation of one molecule with the formula C2H5NS2, from the Open Molecules 2025 dataset.

CARTESIAN COORDINATES (ANGSTROEM)
C (-0.04966, -1.61304, -0.08572)
C (-0.46027, 0.69373, 0.22662)
H (-0.58010, -1.86805, 0.90316)
H (-0.86536, -1.83318, -0.80154)
H (0.97704, -2.28573, -0.19105)
H (2.79181, 0.05178, 0.09270)
H (-0.05261, 1.68056, 0.10648)
N (0.41688, -0.21832, -0.17156)
S (1.81177, 0.36288, -0.84299)
S (-1.94486, 0.34329, 0.85835)

Atoms 1-6, force components in eV/Å:
C 2.35 -2.44 0.68
C -1.40 0.34 0.95
H 1.33 0.82 -1.16
H 0.87 0.14 -0.16
H -3.02 1.46 -0.02
H -0.95 0.13 -0.32

Computed properties:
HOMO energy: -8.58 eV
energy above the lowest of the compared OMol25 structures with the same formula, charge and spin: 38.2 kcal per mole
structure (SMILES): CN(S)C=S
lowest unoccupied orbital energy: 0.47 eV
gap between HOMO and LUMO: 9.0 eV

The following is a quantum chemistry calculation of one molecule with the formula C4H6N2S, from the Open Molecules 2025 dataset.

CARTESIAN COORDINATES (ANGSTROEM)
C (1.52592, -1.26978, 1.19911)
C (0.70286, 0.18042, -0.64464)
C (0.41224, 1.07233, -1.57204)
C (-1.62519, 0.17542, 0.41966)
N (0.28864, -1.02227, 1.29784)
N (-0.24844, -0.21749, 0.34669)
S (2.23858, -0.64923, -0.36196)
H (2.21513, -1.82939, 1.84170)
H (1.03900, 1.19126, -2.47428)
H (-0.66154, 1.37351, -1.53782)
H (-2.13793, -0.09854, -0.47895)
H (-1.97477, -0.22217, 1.41869)
H (-1.77451, 1.31592, 0.54601)

Atoms 1-6, force components in eV/Å:
C 0.74 0.36 -1.87
C -0.47 -0.56 1.14
C -1.16 0.22 -1.43
C 0.12 1.81 2.20
N -0.53 0.07 1.53
N 2.58 -0.56 -0.53

Computed properties:
HOMO energy: -7.61 eV
energy above the lowest of the compared OMol25 structures with the same formula, charge and spin: 53.7 kcal per mole
structure (SMILES): C=C1SC=NN1C
lowest unoccupied orbital energy: 0.84 eV
gap between HOMO and LUMO: 8.5 eV

The following is a quantum chemistry calculation of a 2-piece molecular cluster, C3H2FN overall, from the Open Molecules 2025 dataset.

CARTESIAN COORDINATES (ANGSTROEM)
C (-1.38156, 0.66057, 0.05051)
C (1.39769, -0.20209, -0.11491)
C (-0.88396, -0.58430, -0.33074)
N (-1.64333, 1.73734, 0.35948)
F (-1.23920, -1.55866, 0.53498)
H (1.62762, 0.83668, 0.03819)
H (2.12275, -0.88953, -0.53752)

Atoms 1-6, force components in eV/Å:
C -0.06 0.53 -0.11
C -2.94 -1.00 -0.19
C 3.93 -0.72 1.80
N -0.34 0.48 0.02
F 0.27 0.50 -1.25
H -0.39 0.38 -0.13

Computed properties:
HOMO energy (spin up / spin down): -9.77 / -10.00 eV
energy above the lowest of the compared OMol25 structures with the same formula, charge and spin: 151.5 kcal per mole
lowest unoccupied orbital energy (spin up / spin down): -1.01 / -2.19 eV
gap between HOMO and LUMO (spin up / spin down): 8.8 / 7.8 eV

The following is a quantum chemistry calculation of a 3-piece molecular cluster, C24H25NO9 overall, from the Open Molecules 2025 dataset.

CARTESIAN COORDINATES (ANGSTROEM)
O (-1.35135, -3.86543, 4.24026)
C (-1.30097, -2.69014, 4.00776)
C (-2.09927, -1.72494, 4.80981)
C (-1.59246, -0.51850, 5.03729)
C (-0.27047, -0.16093, 4.45682)
O (0.42845, 0.68201, 4.95314)
C (0.10670, -0.88709, 3.20933)
C (1.04568, -0.27678, 2.24116)
C (0.60732, 0.53132, 1.19362)
C (1.55808, 1.01886, 0.31280)
N (2.86764, 0.79268, 0.35424)
C (3.28847, 0.04230, 1.37479)
C (2.41183, -0.49436, 2.30356)
C (-0.40068, -2.10144, 2.96478)
C (-0.09529, -2.88788, 1.70792)
O (-1.04746, -3.89940, 1.45783)
C (-2.12124, -3.48831, 0.70454)
C (-2.50980, -4.30351, -0.35516)
C (-3.61027, -3.96065, -1.13022)
C (-4.34643, -2.80444, -0.88936)
C (-3.95775, -1.99224, 0.17033)
C (-2.85841, -2.33747, 0.95563)
H (-3.06259, -2.01964, 5.19752)
H (-2.11681, 0.21443, 5.63233)
H (-0.44194, 0.75804, 1.07345)
H (1.20413, 1.64255, -0.50413)
H (4.34490, -0.15997, 1.48458)
H (2.80773, -1.11920, 3.09522)
H (0.87758, -3.36227, 1.84825)
H (0.01436, -2.21570, 0.85667)
H (-1.98230, -5.21882, -0.58127)
H (-3.93659, -4.59863, -1.94068)
H (-5.21241, -2.52396, -1.46952)
H (-4.50160, -1.09082, 0.41352)
H (-2.61355, -1.68201, 1.78274)
C (-0.93215, -0.59677, -3.06286)
O (-2.28504, -0.84524, -3.44570)
C (-2.67252, -0.20200, -4.54599)
O (-1.99406, 0.53819, -5.20790)
O (-3.94488, -0.52124, -4.78610)
C (-4.49491, 0.10317, -5.94778)
H (-0.75482, -1.17828, -2.16148)
H (-0.24481, -0.92339, -3.84103)
H (-0.78151, 0.45938, -2.84441)
H (-3.94840, -0.19580, -6.84021)
H (-4.48322, 1.18653, -5.84407)
H (-5.52320, -0.23791, -6.02664)
C (5.77468, 7.13859, -0.20277)
O (5.19217, 6.15806, -1.06118)
C (5.15791, 4.92766, -0.54155)
O (5.56659, 4.61543, 0.54721)
O (4.59708, 4.11656, -1.43055)
C (4.49151, 2.74860, -0.99756)
H (5.74042, 8.08226, -0.74002)
H (5.20440, 7.23050, 0.71991)
H (6.81097, 6.88968, 0.01879)
H (3.88363, 2.67863, -0.11408)
H (5.48350, 2.33782, -0.81093)
H (4.02347, 2.19190, -1.80267)

Atoms 1-6, force components in eV/Å:
O 0.01 -0.71 -0.03
C -0.18 0.21 0.11
C 0.04 0.53 -0.20
C -0.23 -0.22 -0.13
C -0.35 -0.05 -0.01
O 0.36 0.47 0.05

Computed properties:
HOMO energy: -9.11 eV
energy above the lowest of the compared OMol25 structures with the same formula, charge and spin: 56.0 kcal per mole
structure (SMILES): O=C1C=CC(=O)C(c2ccncc2)=C1COc1ccccc1.COC(=O)OC.COC(=O)OC
lowest unoccupied orbital energy: -1.29 eV
gap between HOMO and LUMO: 7.8 eV

| no. | F_max (hartree/bohr) | E_tot (eV) |
| --- | --- | --- |
| 1 | 0.0342 | -7853.253 |
| 2 | 0.1687 | -52725.750 |
| 3 | 0.0671 | -25314.170 |
| 4 | 0.0555 | -18058.644 |
| 5 | 0.0851 | -7343.148 |
| 6 | 0.0174 | -45209.267 |